(1)
34
Properties=species:S:1:pos:R:3:forces:R:3 method="wB97M-V/def2-TZVPD" charge=+1 gap_ev=6.258 de_lowest_kj_mol=107.6 e_tot_ha=-850.31148
C 1.8283 -1.1102 -1.3738 1.429 -1.820 -1.263
C 1.7542 0.6003 0.0406 -1.857 0.460 0.031
C 2.5630 -0.3411 -0.4854 1.823 0.022 1.962
C 0.5796 -0.6873 -1.3739 -4.159 1.521 -0.746
C -2.6239 -2.2290 -0.3354 0.434 0.785 3.503
C -0.8521 -1.9058 1.3293 1.946 2.098 -2.264
C 4.3312 0.1979 0.9533 -0.435 -1.099 0.106
C -2.2451 0.1042 0.7959 0.332 1.352 1.855
C -0.3236 2.8372 0.8273 0.341 -0.526 0.707
C -1.7607 1.6177 -1.9866 0.507 -1.049 0.769
C -1.9322 -1.2472 0.6434 -0.333 -1.547 -1.502
N 0.4754 0.4125 -0.5300 0.147 0.179 0.244
O 3.8182 -0.6788 -0.0675 -0.945 -0.296 -0.159
Si -0.9258 1.4354 -0.2773 1.127 -0.219 -1.006
H 2.2836 -1.8764 -1.9507 -0.006 -0.649 -0.358
H 1.7798 1.3065 0.8314 0.767 0.324 0.339
H -1.8602 -2.5140 -1.0093 0.606 -0.783 -0.845
H -3.4173 -1.7316 -0.7737 -1.635 0.646 -1.286
H -3.0063 -3.0811 0.3129 0.590 0.832 -1.024
H -0.9189 -2.9136 1.3460 -0.703 -3.264 0.521
H -0.5745 -1.4604 2.2063 0.592 0.972 2.509
H 0.1140 -1.8339 0.6990 -1.265 0.472 0.304
H 4.1846 1.1533 0.4140 1.207 0.278 1.170
H 5.3598 -0.2801 1.1219 -1.359 1.639 -0.002
H 3.6808 0.1866 1.9314 1.185 -0.135 -1.755
H -3.2155 0.4250 0.4793 -0.638 -0.042 -0.622
H -0.4027 -0.9156 -1.9045 2.015 -0.200 0.318
H -2.1324 0.4556 1.8851 0.443 -0.362 -1.523
H 0.3944 3.5990 0.4723 -0.468 -0.585 -0.636
H -1.1748 3.3814 1.2058 -0.307 0.225 0.343
H 0.2268 2.3865 1.6925 -0.765 0.199 -0.458
H -2.6556 2.1500 -2.0731 -1.770 0.891 0.742
H -1.2994 1.9815 -2.9027 1.177 -0.213 0.415
H -2.0526 0.5757 -2.1436 -0.023 -0.108 -0.389


(2)
19
Properties=species:S:1:pos:R:3:forces:R:3 method="wB97M-V/def2-TZVPD" charge=+1 gap_ev=10.345 smiles="C=C([NH3+])C[C@H](N)C=O" de_lowest_kj_mol=187.5 e_tot_ha=-381.59255
C 2.5028 -0.3535 -0.4501 -0.773 -0.262 -0.533
C 1.2995 -0.5397 0.0628 0.246 0.418 1.474
N 1.1764 -0.2058 1.5604 -0.823 -0.624 -1.577
C -0.0348 -0.7423 -0.5687 -0.061 0.254 -0.815
C -0.9397 0.4973 -0.4092 0.472 -0.057 -0.955
N -1.3892 0.5480 0.9647 -0.289 -0.535 0.384
C -2.0591 0.5513 -1.4566 -0.628 -0.361 0.957
O -3.1706 0.8050 -1.0863 -0.134 0.054 -0.249
H 3.3749 -0.1549 0.1517 0.095 0.111 0.012
H 2.5933 -0.3883 -1.5275 0.294 -0.203 0.023
H 1.2973 -0.9802 2.1975 0.454 -0.329 0.170
H 1.8170 0.5497 1.7060 0.382 0.401 0.748
H 0.1680 0.1110 1.6479 -0.145 0.549 0.192
H 0.1384 -0.8909 -1.6260 0.147 -0.095 -0.365
H -0.5686 -1.6435 -0.2507 0.174 0.049 0.331
H -0.3446 1.3817 -0.6869 0.092 -0.031 0.459
H -2.0395 -0.2265 1.1106 0.144 -0.051 -0.036
H -1.9762 1.3386 1.1745 0.038 0.639 -0.119
H -1.8453 0.3431 -2.5142 0.316 0.072 -0.099


(3)
51
Properties=species:S:1:pos:R:3:forces:R:3 method="wB97M-V/def2-TZVPD" gap_ev=8.819 smiles="CC(=O)N1CCN(C(=S)NC(=O)[C@]23C[C@H]4C[C@H](C[C@H](C4)C2)C3)CC1" de_lowest_kj_mol=0.0 e_tot_ha=-1415.11238
C 5.8103 2.2723 1.1239 0.217 -0.071 -0.118
C 5.5911 1.2471 0.0348 -0.096 0.206 0.181
O 6.4810 0.8730 -0.7017 0.389 -0.013 -0.149
N 4.3250 0.7686 -0.0850 -0.191 -0.125 -0.196
C 3.2335 1.0973 0.8047 -0.199 0.075 0.378
C 1.9036 0.6505 0.2002 0.038 0.617 -0.023
N 1.9114 -0.7794 -0.0179 -0.463 -0.091 0.018
C 0.8846 -1.5916 0.2412 0.293 -0.227 -0.065
S 1.0491 -3.2282 0.3801 -0.047 -0.537 0.076
N -0.3864 -1.0484 0.4342 -0.093 0.156 0.338
C -1.0019 -0.1418 -0.4001 -0.153 0.071 0.061
O -0.4057 0.4344 -1.2822 -0.011 0.057 -0.186
C -2.4809 0.1178 -0.1302 0.245 0.044 -0.193
C -2.6049 1.6066 0.2359 -0.079 0.069 -0.043
C -4.0767 1.9817 0.3905 -0.020 0.237 0.111
C -4.8114 1.7258 -0.9241 0.042 -0.037 0.018
C -4.7022 0.2452 -1.2848 -0.137 -0.076 -0.196
C -5.3274 -0.6004 -0.1766 0.037 0.028 -0.009
C -4.5868 -0.3402 1.1338 -0.133 -0.158 0.209
C -4.7007 1.1382 1.5006 0.030 -0.009 -0.040
C -3.1115 -0.7244 0.9795 -0.123 0.068 0.010
C -3.2329 -0.1357 -1.4461 -0.073 0.071 -0.048
C 3.1863 -1.3566 -0.4020 0.430 -0.147 -0.198
C 4.0549 -0.2872 -1.0420 0.092 -0.203 -0.142
H 6.8666 2.5243 1.1456 -0.017 -0.025 -0.018
H 5.2375 3.1743 0.9188 -0.079 0.075 0.046
H 5.5138 1.8784 2.0931 -0.071 0.032 0.113
H 3.3699 0.6081 1.7804 -0.065 0.109 -0.034
H 3.1911 2.1775 0.9679 -0.061 -0.113 0.034
H 1.7166 1.1788 -0.7406 0.005 -0.046 0.179
H 1.0942 0.8997 0.8899 0.111 0.012 -0.092
H -0.9942 -1.6864 0.9331 0.151 0.102 -0.097
H -2.0706 1.7995 1.1707 0.057 0.024 0.044
H -2.1403 2.2065 -0.5487 0.046 -0.012 0.005
H -4.1495 3.0433 0.6510 0.015 -0.063 -0.017
H -5.8616 2.0078 -0.8236 -0.051 0.044 -0.024
H -4.3742 2.3345 -1.7182 -0.017 0.058 -0.055
H -5.2258 0.0584 -2.2284 0.040 0.007 0.048
H -6.3827 -0.3445 -0.0622 -0.068 -0.028 0.008
H -5.2666 -1.6597 -0.4363 -0.039 -0.061 -0.014
H -5.0288 -0.9492 1.9304 0.051 0.036 -0.057
H -5.7511 1.4076 1.6275 -0.053 0.017 0.051
H -4.1901 1.3293 2.4475 -0.008 0.025 0.067
H -2.5990 -0.5520 1.9302 0.061 -0.054 0.031
H -3.0549 -1.7889 0.7331 0.067 -0.076 0.026
H -2.7704 0.4532 -2.2399 0.036 -0.029 -0.002
H -3.1471 -1.1910 -1.7177 0.028 -0.053 -0.042
H 3.0031 -2.1744 -1.1040 0.045 0.101 0.116
H 3.6856 -1.7815 0.4780 -0.041 -0.027 -0.113
H 5.0172 -0.7023 -1.3498 -0.218 0.013 0.009
H 3.5547 0.1194 -1.9282 0.078 -0.074 -0.008


(4)
51
Properties=species:S:1:pos:R:3:forces:R:3 method="wB97M-V/def2-TZVPD" s_squared=2.05 multiplicity=3 gap_ev="5.634 / 6.291" e_tot_ha=-4117.94064
Co 0.0296 0.5925 0.2720 -0.020 0.570 -0.611
N 3.0101 -6.3409 -0.1352 -0.051 0.007 0.088
C 3.0173 -4.9818 -0.2887 0.048 0.125 0.000
C 3.9843 -4.1981 0.3598 -0.057 -0.075 -0.049
C 3.9726 -2.8256 0.2258 0.018 0.085 -0.012
C 2.9989 -2.2266 -0.5608 0.052 0.432 -0.083
C 2.0313 -2.9827 -1.2126 -0.003 0.008 -0.013
C 2.0410 -4.3531 -1.0785 0.023 -0.042 0.024
S 2.9702 -0.4788 -0.7614 -0.155 -0.229 -0.156
O 2.4705 -0.1407 -2.0517 -0.243 -0.048 -0.012
O 4.1755 0.1006 -0.2716 -0.057 -0.094 0.191
N 1.7042 -0.0683 0.2997 0.528 -0.172 -0.037
C 1.7827 -0.2128 1.6495 -0.052 -0.179 1.070
N 0.5435 0.0373 2.1475 0.410 0.129 -0.482
C 0.3998 0.1483 3.4586 -0.224 -0.074 0.064
C 1.4721 -0.1005 4.2958 0.022 -0.006 -0.014
C 2.6678 -0.4718 3.6932 -0.114 -0.010 0.013
N 2.8383 -0.5247 2.3764 0.106 0.033 -0.322
H 3.7949 -6.7944 0.2939 0.007 -0.034 -0.043
H 2.4132 -6.9015 -0.7137 0.040 -0.033 -0.027
H 4.7456 -4.6844 0.9573 0.000 0.031 0.020
H 4.7073 -2.1976 0.7113 0.030 -0.065 0.030
H 1.2920 -2.4791 -1.8230 -0.019 -0.086 -0.024
H 1.3048 -4.9608 -1.5902 -0.028 0.038 0.004
H -0.5870 0.3953 3.8287 0.011 0.061 -0.012
H 1.3724 -0.0231 5.3672 0.002 -0.036 -0.004
H 3.5368 -0.7368 4.2851 -0.040 0.024 0.048
F 0.0800 1.9868 -1.3781 -0.076 0.099 0.430
Sb 0.1472 3.7859 -0.5184 0.048 -0.159 0.107
F -1.7169 3.7503 -0.2132 0.378 -0.200 -0.097
F -0.1489 4.5213 -2.2177 0.094 0.047 0.353
F 0.2596 5.2767 0.6144 0.009 -0.159 -0.333
F 2.0068 3.7791 -0.7398 -0.239 -0.067 -0.037
F 0.4234 2.5754 1.0335 -0.239 0.039 -0.401
F -4.0437 4.6035 -3.1240 -0.052 0.042 0.058
C -4.2799 3.6497 -2.2238 0.182 -0.121 -0.135
C -3.7099 2.4483 -2.3436 -0.074 0.308 -0.058
N -3.9559 1.4351 -1.4404 -0.042 -0.110 0.241
C -3.2565 0.1736 -1.5223 0.013 0.102 0.208
C -1.9852 0.1640 -0.7057 -0.293 -0.354 -0.111
O -1.0598 -0.6619 -0.9244 0.232 0.400 -0.056
O -1.7969 0.9975 0.2373 -0.322 -0.022 0.292
C -4.7528 1.6338 -0.3187 0.186 -0.166 -0.060
O -4.9443 0.7598 0.5018 -0.014 0.105 -0.077
N -5.3000 2.8884 -0.2325 -0.076 0.106 0.010
C -5.1473 3.9782 -1.0982 -0.013 -0.059 0.098
O -5.6915 5.0316 -0.8841 0.043 -0.031 -0.067
H -3.0342 2.2409 -3.1619 0.006 -0.073 0.024
H -3.0192 -0.0693 -2.5551 0.034 0.003 -0.015
H -3.9038 -0.6006 -1.1089 0.023 -0.071 -0.054
H -5.8595 3.0618 0.5896 -0.041 -0.019 0.025


(5)
59
Properties=species:S:1:pos:R:3:forces:R:3 method="wB97M-V/def2-TZVPD" gap_ev=10.023 smiles=OCCO.OCCO.OCCO.OCCO.OCCO.O.O.O de_lowest_kj_mol=152.7 e_tot_ha=-1380.59577
O 15.7034 -16.7743 6.2150 0.364 -1.127 0.527
C 14.3530 -16.7199 5.8362 -1.160 0.629 -0.793
C 13.5427 -18.0371 6.0549 1.623 0.390 -0.654
O 13.6569 -18.4894 7.4060 -0.852 0.654 0.033
H 15.6398 -17.3498 6.9807 0.945 0.175 0.460
H 13.9217 -15.8952 6.4036 -0.548 -0.157 0.307
H 14.3623 -16.3408 4.8142 -0.329 -0.498 -0.256
H 13.8941 -18.8692 5.4448 0.402 0.207 -0.454
H 12.5332 -17.8689 5.6796 -0.289 0.059 0.947
H 14.5699 -18.7361 7.5707 -0.049 -0.352 -0.070
O 19.6896 -16.2052 0.4578 0.918 0.748 -0.070
C 18.3216 -16.4623 0.5704 0.079 -1.206 0.640
C 17.9742 -17.6437 -0.2720 -1.471 -0.013 -1.374
O 17.9946 -17.3035 -1.7082 0.665 -0.537 1.342
H 19.8926 -16.0649 -0.4699 0.112 0.060 -0.189
H 18.2359 -16.8034 1.6021 -0.556 0.237 0.180
H 17.6714 -15.6051 0.3956 0.072 0.118 -0.141
H 16.9514 -17.9848 -0.1119 -0.136 0.086 0.565
H 18.6195 -18.5038 -0.0938 0.329 0.237 0.200
H 18.1548 -18.1905 -2.0385 -0.004 0.200 -0.933
O 16.1706 -13.6571 4.3352 -0.083 -0.577 -0.552
C 16.0930 -13.9498 2.9541 -1.361 0.696 -1.413
C 14.6282 -13.9530 2.4177 1.040 0.115 1.294
O 14.0469 -15.1989 2.6877 -0.264 -1.346 0.095
H 16.8640 -14.2512 4.6316 0.189 -0.158 0.475
H 16.6179 -13.1882 2.3773 0.156 0.301 0.011
H 16.5298 -14.8930 2.6262 0.132 -0.296 0.584
H 14.6329 -13.7810 1.3414 -0.051 0.430 -0.026
H 14.0475 -13.2541 3.0198 0.214 0.819 -0.518
H 13.0915 -15.1056 2.6721 -0.008 -0.043 -0.041
O 19.7422 -13.6228 5.1899 0.642 -0.165 0.031
C 19.0836 -12.7628 6.0671 1.009 1.892 0.767
C 19.9256 -11.4356 6.3143 0.608 -0.472 -0.514
O 21.1800 -11.6009 7.0075 -0.143 -1.447 0.642
H 19.1796 -14.4005 5.1725 -0.009 -0.601 -0.353
H 18.1190 -12.5246 5.6188 -0.159 0.641 0.226
H 18.8982 -13.2157 7.0411 0.037 -0.199 0.237
H 19.3559 -10.6955 6.8763 -0.473 -0.068 -0.350
H 20.3115 -11.0591 5.3670 -1.091 0.232 -0.506
H 21.5081 -10.7742 7.3688 -0.385 0.107 -0.163
O 19.1384 -18.7697 8.4396 -0.853 0.415 0.447
C 19.0490 -17.4122 8.8830 1.093 0.405 -0.977
C 20.0137 -16.5558 7.9947 -2.037 -0.511 0.253
O 21.2909 -17.0215 8.2756 1.291 0.066 0.761
H 20.0606 -18.9249 8.2225 0.218 0.036 0.124
H 18.0295 -17.0291 8.9290 -0.247 -0.346 -0.963
H 19.3157 -17.2802 9.9316 0.738 -0.294 0.147
H 19.7857 -15.5065 8.1819 0.589 0.306 0.234
H 19.8993 -16.7292 6.9247 -0.985 0.007 -0.114
H 21.9144 -16.5529 7.7159 0.155 0.003 0.039
O 19.3248 -19.9174 3.6178 -0.200 -0.413 -0.072
H 19.7069 -20.4375 4.3248 0.015 -0.235 0.138
H 19.4542 -19.0092 3.8912 0.157 0.442 -0.197
O 17.9728 -15.8865 4.8610 0.220 0.389 -0.030
H 17.2754 -16.3193 5.3535 -0.752 -0.187 0.489
H 18.5028 -16.6042 4.5144 0.532 -0.081 -0.460
O 20.1944 -17.2300 3.4991 -0.206 -0.037 0.431
H 20.4260 -16.8783 2.6396 -0.075 0.195 -0.631
H 21.0090 -17.1943 4.0006 0.232 0.067 0.188


(6)
26
Properties=species:S:1:pos:R:3:forces:R:3 method="wB97M-V/def2-TZVPD" charge=-2 gap_ev="6.010 / 4.768" smiles="C=CCC(OC(=O)C=C)=P([O-])([O-])OC=C" de_lowest_kj_mol=248.6 e_tot_ha=-1067.01005
C 0.2620 -2.3377 1.3887 -0.978 -1.343 0.713
C 0.7676 -1.9659 0.2544 3.092 0.309 -2.472
C 0.0288 -0.9867 -0.6403 -0.201 1.274 2.679
C 0.2438 0.4848 -0.0842 -2.592 -1.488 -1.094
O 1.3723 1.1012 0.1697 0.403 -0.037 -0.399
C 2.6193 0.8630 -0.3981 0.694 -0.503 0.769
O 2.9087 -0.0371 -1.2433 -0.948 1.281 0.878
C 3.5205 1.6729 0.3596 1.151 0.902 -0.246
C 4.8571 1.8023 0.0581 0.078 0.763 1.890
P -1.2808 1.2188 0.5733 -1.244 1.668 -0.153
O -1.3549 2.7428 0.6520 0.785 -1.525 -0.385
O -1.9254 0.4918 1.7134 0.533 -0.554 -0.099
O -2.4076 0.8146 -0.7847 -0.632 0.648 0.964
C -3.6070 1.4803 -0.6146 2.051 -1.087 -1.446
C -4.7134 1.0857 -1.2974 0.243 -0.981 1.215
H 0.8134 -3.1281 1.8546 0.008 -0.134 1.100
H -0.7595 -2.0689 1.6492 0.245 0.061 0.370
H 1.8962 -2.3280 0.0293 -2.754 1.074 0.082
H 0.1022 -1.1386 -1.6736 0.977 0.015 -1.606
H -1.0491 -1.1741 -0.4688 0.427 0.186 0.172
H 3.3012 2.3872 1.2095 -0.902 -1.324 -1.109
H 5.4232 2.3105 0.8505 0.129 0.082 -0.516
H 5.4362 1.3264 -0.6740 0.326 -0.859 -1.074
H -3.3785 2.3824 -0.0264 -1.029 -0.100 -0.154
H -5.6373 1.5664 -1.0277 -0.309 0.323 -0.197
H -4.8161 0.0276 -1.6707 0.446 1.349 0.117